1.
Below is the molecule C5H8S2, with properties calculated with ωB97M-V/def2-TZVPD.

Element x y z (Å)
1 C 0.8903 0.6702 0.5689
2 C 0.3153 -0.7290 1.1580
3 C -0.2839 -1.4519 -0.0623
4 S -1.8477 -0.7299 -0.2692
5 C -1.1588 0.9999 -0.9178
6 C 0.4368 0.6403 -0.8099
7 S 0.8372 -1.1370 -1.2621
8 H 2.0391 0.9449 0.5202
9 H 0.5287 1.4991 1.1299
10 H 1.2310 -1.4244 1.7042
11 H -0.5366 -0.7642 1.9803
12 H -0.6205 -2.6389 -0.0124
13 H -1.4860 1.2594 -1.8883
14 H -1.3165 1.8076 -0.1501
15 H 0.9718 1.0537 -1.6895

Its electronic energy is -26982.62634 eV. As for the HOMO energy: -8.48 eV. The calculation puts the orbital gap at 9.19 eV. The energy above the lowest of the compared OMol25 structures with the same formula, charge and spin comes out at 244.2 kJ/mol. Its structure (SMILES) is C1C[C@H]2SC[C@@H]1S2. As for the total charge: 0. The LUMO energy is 0.71 eV.

2.
Below is the molecule C5H9NSi, with properties calculated with ωB97M-V/def2-TZVPD.

Element x y z (Å)
1 N 1.6533 -0.6565 -1.6841
2 C 1.2500 -0.5441 -0.3010
3 C -0.0273 -1.2936 0.0621
4 C -1.1975 -0.8556 0.5727
5 C -1.7726 0.4322 1.0108
6 C -1.2131 1.6510 0.9382
7 Si 0.6050 1.3808 0.1488
8 H 0.8721 -0.4674 -2.3011
9 H 2.0029 -1.5862 -1.9041
10 H 2.0687 -0.8687 0.3371
11 H 0.0123 -2.3592 -0.1760
12 H -1.9295 -1.6486 0.6981
13 H -2.7747 0.3141 1.4185
14 H -1.6799 2.5641 1.2493
15 H 0.5618 2.0028 -1.1793
16 H 1.5686 1.9348 1.1098

Its electronic energy is -14696.33561 eV. As for the HOMO energy: -8.65 eV. The calculation puts the orbital gap at 9.25 eV. The energy above the lowest of the compared OMol25 structures with the same formula, charge and spin comes out at 152.1 kJ/mol. Its structure (SMILES) is N[C@@H]1C=CC=C[SiH2]1. As for the total charge: 0. The LUMO energy is 0.60 eV.

3.
Below is a cluster of 2 separate species, C6H13NO in total, with properties calculated with ωB97M-V/def2-TZVPD.

Element x y z (Å)
1 C -2.0752 0.0325 -2.0943
2 C -0.8065 0.4163 -2.1768
3 C 0.3015 0.1235 -1.2078
4 C 0.1192 0.7477 0.1726
5 C 0.5733 2.1868 0.3845
6 C -0.1654 -0.0184 1.2372
7 N -0.3556 0.2965 2.5619
8 H -2.7341 0.4330 -2.8664
9 H -2.5232 -0.5287 -1.2926
10 H -0.4931 1.0466 -3.0070
11 H 0.3926 -0.9764 -1.1420
12 H 1.2864 0.4649 -1.5263
13 H -0.1890 2.8081 0.8455
14 H 1.4918 2.1842 1.0042
15 H 0.8029 2.5224 -0.6299
16 H -0.4727 -1.0325 0.9623
17 H -0.4008 1.2845 2.7369
18 H -0.5828 -0.4592 3.1593
19 O 1.7358 -3.1139 0.4951
20 H 2.4146 -2.4426 0.6116
21 H 1.9717 -3.8545 1.0663

Its electronic energy is -9968.81547 eV. As for the HOMO energy: -7.48 eV. The calculation puts the orbital gap at 8.25 eV. The energy above the lowest of the compared OMol25 structures with the same formula, charge and spin comes out at 227.6 kJ/mol. Its structure (SMILES) is C=CC/C(C)=C/N.O. As for the total charge: 0. The LUMO energy is 0.77 eV.

4.
Below is the molecule C4H7NOS2, with properties calculated with ωB97M-V/def2-TZVPD.

Element x y z (Å)
1 C -0.9688 2.2003 -0.7240
2 C -1.5762 1.2798 0.3244
3 C -1.3074 -0.1744 0.1907
4 S -2.3314 -1.3254 -0.2707
5 O -0.0202 -0.5761 0.3790
6 C 0.9249 0.0673 1.1521
7 N 2.1150 0.2583 0.8418
8 S 2.6388 -0.4158 -0.6580
9 H -1.3090 1.8894 -1.7525
10 H -1.3196 3.2220 -0.5160
11 H 0.1251 2.0965 -0.7272
12 H -2.6576 1.4277 0.3521
13 H -1.2365 1.5974 1.3261
14 H 0.4683 0.3353 2.1153
15 H 3.9330 -0.1469 -0.5232

Its electronic energy is -29467.99800 eV. As for the HOMO energy: -9.00 eV. The calculation puts the orbital gap at 9.04 eV. The energy above the lowest of the compared OMol25 structures with the same formula, charge and spin comes out at 172.9 kJ/mol. Its structure (SMILES) is CCC(=S)O/C=N\S. As for the total charge: 0. The LUMO energy is 0.04 eV.

5.
Below is a structure of composition C5H8O2, with properties calculated with ωB97M-V/def2-TZVPD.

Element x y z (Å)
1 O -1.7321 0.5460 1.3129
2 C -0.4167 0.6975 0.8348
3 C 0.4668 -0.5589 1.0133
4 C 0.4458 -1.0087 -0.4547
5 C 0.9000 0.2393 -1.2314
6 C -0.4705 0.6811 -0.7038
7 O -0.9254 -0.6996 -0.8764
8 H -2.0965 -0.1846 0.7839
9 H -0.0199 1.6111 1.2848
10 H 1.4768 -0.3176 1.3550
11 H 0.0152 -1.2762 1.7015
12 H 0.7641 -2.0223 -0.7016
13 H 1.7941 0.7885 -0.9254
14 H 0.9133 0.0349 -2.3065
15 H -1.1151 1.4693 -1.0863

Its electronic energy is -9408.10940 eV. As for the HOMO energy: -9.74 eV. The calculation puts the orbital gap at 10.75 eV. The energy above the lowest of the compared OMol25 structures with the same formula, charge and spin comes out at 166.2 kJ/mol. As for the total charge: 0. The LUMO energy is 1.01 eV.

6.
Below is a cluster of 2 separate species, C12H18N2O4S in total, with properties calculated with ωB97M-V/def2-TZVPD.

Element x y z (Å)
1 N 2.7053 -1.4907 -1.3732
2 C 2.5402 -0.2334 -0.5922
3 C 2.0365 0.9346 -1.5013
4 C 1.6919 2.2382 -0.7874
5 C 2.6754 3.1996 -0.5972
6 C 2.3897 4.3878 0.0486
7 C 1.1085 4.6104 0.5511
8 C 0.1585 3.5919 0.5248
9 C 0.4698 2.4242 -0.1709
10 C 1.5250 -0.5702 0.5141
11 O 1.4065 0.0921 1.5376
12 O 0.8153 -1.6131 0.1569
13 H 3.2472 -1.3365 -2.2373
14 H 3.2363 -2.1402 -0.8318
15 H 3.4745 0.0739 -0.1235
16 H 2.8226 1.1156 -2.2902
17 H 1.1492 0.5691 -2.0197
18 H 3.6004 3.0824 -1.0968
19 H 3.1649 5.1219 0.2201
20 H 0.9057 5.5761 0.9758
21 H -0.8046 3.6454 0.9592
22 H -0.2710 1.6213 -0.2400
23 H 1.1657 -1.9485 -0.7312
24 N -3.6045 -0.3434 -0.3116
25 C -2.5301 -1.0858 0.2509
26 C -3.3589 -2.1754 0.9583
27 S -2.6083 -3.2533 2.1773
28 C -1.3886 -1.4589 -0.7672
29 O -1.1552 -2.5826 -1.1660
30 O -0.7690 -0.3260 -1.3849
31 H -4.1685 -0.9158 -0.4939
32 H -3.3733 -0.0310 -1.0396
33 H -2.3600 -0.2184 0.9339
34 H -4.0880 -1.6795 1.5731
35 H -3.8672 -2.7566 0.2867
36 H -1.7646 -4.0029 1.4706
37 H -0.3310 -0.6264 -2.0980

Its electronic energy is -34737.71742 eV. As for the HOMO energy: -9.00 eV. The calculation puts the orbital gap at 9.49 eV. The energy above the lowest of the compared OMol25 structures with the same formula, charge and spin comes out at 513.0 kJ/mol. Its structure (SMILES) is N[C@@H](Cc1ccccc1)C(=O)O.N[C@@H](CS)C(=O)O. As for the total charge: 0. The LUMO energy is 0.50 eV.